1.
ORCA calculation (ωB97M-V/def2-TZVPD) on one molecule with the formula C4H8O2.

Last column: Mulliken charge in e.
Positions of all 14 atoms, in Å:
C: -1.776 -0.720 -0.033  -1.15
C: -0.378 -0.475 -0.592  -0.47
C: 0.394 0.496 0.303  0.16
O: 0.559 -0.028 1.590  -0.54
C: 1.736 0.859 -0.297  0.06
O: 2.761 0.805 0.344  -0.51
H: -2.385 -1.323 -0.714  0.34
H: -2.297 0.233 0.124  0.30
H: -1.715 -1.238 0.928  0.29
H: -0.443 -0.050 -1.602  0.33
H: 0.183 -1.416 -0.663  0.31
H: -0.186 1.439 0.333  0.20
H: 1.487 0.141 1.820  0.34
H: 1.725 1.187 -1.358  0.33

Structure (SMILES): CC[C@@H](O)C=O
Net charge: 0
Gap between HOMO and LUMO: 11.3 eV
ΔE to the lowest compared entry with this formula, charge and spin: 22.81 kcal per mole
HOMO: -10.37 eV
E: -307.67607 hartree


2.
ORCA calculation (ωB97M-V/def2-TZVPD) on a 13-piece molecular cluster, C4H33O14 overall in a non-equilibrium geometry.

Last column: Mulliken charge in e.
Positions of all 51 atoms, in Å:
C: 1.856 -0.353 -0.440  0.89
C: 1.389 -1.429 0.590  -0.85
C: -0.129 -1.309 0.845  0.02
O: -0.512 -0.097 1.394  -0.34
C: 1.004 -0.340 -1.693  -1.12
O: 1.870 -0.151 -2.814  -0.64
H: 1.803 0.601 0.091  -0.35
H: 2.917 -0.386 -0.608  0.58
H: 1.945 -1.271 1.501  0.37
H: 1.514 -2.385 0.118  0.09
H: -0.513 -1.478 -0.188  -0.15
H: -0.438 -2.185 1.440  0.37
H: 0.187 0.384 -1.786  -0.02
H: 0.562 -1.336 -1.748  0.78
H: 2.346 0.695 -2.649  0.36
H: -2.682 -0.521 -0.735  0.29
H: -3.845 -0.003 -1.554  0.39
O: -3.238 -0.802 -1.472  -0.71
H: -1.001 0.630 0.682  0.03
H: -2.170 2.111 0.942  0.06
O: -1.779 1.584 0.226  -0.65
H: 1.651 2.564 -2.577  0.34
H: 3.177 2.331 -2.196  0.38
O: 2.524 2.343 -2.924  -0.75
H: -0.448 -0.508 3.078  0.40
H: -1.321 -0.753 4.262  0.30
O: -0.389 -0.754 4.030  -0.76
H: 0.655 1.652 1.929  0.33
H: 0.515 2.421 0.565  0.33
O: 0.979 2.390 1.404  -0.75
H: -2.982 1.984 -2.715  0.33
H: -2.858 1.624 -1.186  0.54
O: -3.496 1.710 -1.935  -0.73
H: -2.628 0.304 1.838  0.38
H: -2.971 -0.875 2.619  0.34
O: -3.251 0.048 2.553  -0.71
H: 1.928 -3.674 -1.672  0.29
H: 2.131 -2.506 -2.579  0.33
O: 1.711 -3.374 -2.558  -0.66
H: -3.131 -3.369 -1.287  0.32
H: -3.232 -2.287 -0.238  0.33
O: -3.503 -3.254 -0.410  -0.68
H: 1.296 -1.183 4.236  0.37
H: 2.253 -2.262 3.640  0.31
O: 2.214 -1.345 3.920  -0.68
H: -1.332 2.343 -1.171  0.12
H: -1.024 3.805 -1.608  0.23
O: -0.681 2.916 -1.710  -0.62
H: 4.224 1.321 -0.021  0.33
H: 3.114 2.256 0.625  0.31
O: 3.789 2.170 -0.055  -0.67

Net charge: -1
Gap between HOMO and LUMO: 9.8 eV
ΔE to the lowest compared entry with this formula, charge and spin: 0.00 kcal per mole
HOMO: -7.05 eV
E: -1225.62327 hartree


3.
ORCA calculation (ωB97M-V/def2-TZVPD) on a 3-piece molecular cluster, C5H10O3S overall in a non-equilibrium geometry.

Last column: Mulliken charge in e.
Positions of all 19 atoms, in Å:
C: 3.634 0.640 0.466  0.72
C: -2.039 0.006 -0.238  -0.50
C: -1.531 1.121 0.671  -0.46
C: -0.877 -0.519 -1.030  -0.41
C: 4.427 1.092 -0.502  -0.87
O: 1.617 -0.839 -2.522  -0.58
O: -0.632 1.882 -0.056  -0.41
O: 2.909 0.013 1.141  -0.35
S: 0.417 0.726 -0.776  0.07
H: -2.639 -0.757 0.348  0.29
H: -2.852 0.452 -0.955  0.21
H: -2.214 1.840 1.095  0.35
H: -0.922 0.526 1.474  0.24
H: -0.505 -1.540 -0.893  0.36
H: -1.064 -0.407 -2.088  0.26
H: 4.188 1.979 -1.213  0.24
H: 2.073 -0.376 -3.197  0.27
H: 5.459 0.825 -0.314  0.28
H: 2.108 -1.206 -1.807  0.32

Structure (SMILES): C1COSC1.C=C=O.O
Net charge: 0
Gap between HOMO and LUMO: 8.6 eV
ΔE to the lowest compared entry with this formula, charge and spin: 69.14 kcal per mole
HOMO: -8.00 eV
E: -820.31320 hartree


4.
ORCA calculation (ωB97M-V/def2-TZVPD) on an isolated ion of composition CH2F2NO2S and charge -1 in a non-equilibrium geometry.

Last column: Mulliken charge in e.
Positions of all 9 atoms, in Å:
C: 0.691 -0.069 -0.766  0.44
N: -0.735 -0.357 -0.497  -0.56
O: 0.465 -0.329 1.863  -0.62
O: -1.901 0.574 1.733  -0.62
F: 1.267 -0.756 -1.842  -0.29
F: 0.779 1.252 -1.110  -0.29
S: -0.960 -0.553 1.396  0.56
H: 1.564 -0.292 -0.038  0.09
H: -1.171 0.530 -0.739  0.29

Net charge: -1
Gap between HOMO and LUMO: 8.4 eV
ΔE to the lowest compared entry with this formula, charge and spin: 3.98 kcal per mole
HOMO: -4.29 eV
E: -842.51063 hartree


5.
ORCA calculation (ωB97M-V/def2-TZVPD) on a 2-piece molecular cluster, C2H3ClO2 overall.

Last column: Mulliken charge in e.
Positions of all 8 atoms, in Å:
C: -27.763 -7.329 -16.375  -0.63
C: -26.365 -7.908 -16.075  0.53
O: -25.814 -7.569 -14.998  -0.75
O: -25.870 -8.693 -16.927  -0.75
H: -27.992 -6.450 -15.781  0.24
H: -28.438 -8.159 -16.152  0.15
H: -27.828 -7.064 -17.427  0.21
Cl: -29.931 -4.886 -18.309  -1.00

Net charge: -2
Gap between HOMO and LUMO: 7.9 eV
ΔE to the lowest compared entry with this formula, charge and spin: 9.40 kcal per mole
HOMO: -0.83 eV
E: -688.71872 hartree


6.
ORCA calculation (ωB97M-V/def2-TZVPD) on a 2-piece molecular cluster, C7H6N7O overall in a non-equilibrium geometry.

Last column: Mulliken charge in e.
Positions of all 21 atoms, in Å:
C: 5.072 -1.168 -0.026  0.02
C: -3.843 0.313 -0.071  -0.14
C: -3.793 -1.092 -0.022  -0.56
C: 4.261 1.169 -0.038  -0.29
C: 4.071 -0.155 0.004  0.35
C: -1.827 -0.228 0.030  0.23
C: 2.140 0.847 -0.025  0.21
N: 5.867 -1.969 0.080  -0.32
N: -2.652 0.803 0.060  -0.49
N: 0.077 1.009 0.010  -0.61
N: -2.452 -1.398 0.037  0.02
N: 2.649 -0.332 -0.062  0.06
N: 3.037 1.791 0.014  0.02
N: -0.366 -0.140 0.048  1.18
O: 0.221 -1.191 -0.044  -0.77
H: -4.602 1.058 -0.128  0.46
H: -4.534 -1.768 -0.013  0.49
H: 5.229 1.769 -0.086  0.39
H: -1.920 -2.241 -0.161  0.25
H: 2.256 -1.281 -0.102  0.24
H: 2.734 2.744 0.164  0.25

Net charge: +1
Gap between HOMO and LUMO (alpha / beta): 7.5 / 7.5 eV
ΔE to the lowest compared entry with this formula, charge and spin: 0.00 kcal per mole
HOMO (alpha / beta): -12.64 / -12.64 eV
E: -728.41886 hartree


The highest net charge belongs to which entry? C7H6N7O


ΔE to the lowest compared entry with this formula, charge and spin of number 6 (C7H6N7O)? 0.00 kcal per mole


Which value of ΔE to the lowest compared entry with this formula, charge and spin does entry 3 give? 69.14 kcal per mole